Record 1
The following is a quantum chemistry calculation of a cluster of 2 separate species, C4H6N2O in total, from OMol25.

Geometry as XYZ:
```
13
Properties=species:S:1:pos:R:3:forces:R:3
N -1.699709 1.034803 1.405281 0.40 0.07 -0.14
C -0.595626 0.714226 0.865283 -0.29 0.08 0.12
C -0.376220 -0.707914 0.334863 -0.22 -0.39 -0.03
O -1.133160 -1.646575 0.340316 0.38 0.42 0.02
N 0.914143 -0.686357 -0.176641 -0.05 -0.11 -0.01
C 1.483996 0.575467 -0.019374 -0.07 0.13 0.06
C 0.650520 1.439573 0.585291 0.11 -0.04 -0.05
H -1.295378 -2.032858 -2.169660 0.00 -0.03 0.02
H -1.677518 2.015562 1.695995 -0.03 -0.08 -0.01
H -0.968991 -2.448360 -2.690235 0.01 0.01 -0.07
H 1.346769 -1.481128 -0.618591 -0.06 0.11 0.06
H 2.493011 0.749377 -0.374010 -0.16 -0.01 0.06
H 0.858157 2.474189 0.821487 -0.03 -0.16 -0.04
```
Positions in Å, forces in eV/Å.

Kohn-Sham gap (eV): 8.833
E_tot (eV): -9271.464



Record 2
The following is a quantum chemistry calculation of a structure of composition C43H44AlF3N5O3S2Sb, from OMol25.

Geometry as XYZ:
```
102
Properties=species:S:1:pos:R:3:forces:R:3
Al 1.714104 0.121994 -0.289383 0.22 0.07 -0.17
C -0.313979 2.347954 -2.211963 0.15 0.14 0.02
C 0.619779 1.503377 -3.022254 0.00 0.00 0.01
C 0.599435 1.642832 -4.408605 -0.02 0.00 0.01
C 1.551131 1.019807 -5.186045 0.01 -0.03 -0.01
C 2.543393 0.288600 -4.554058 -0.02 -0.01 -0.07
C 2.488234 0.153399 -3.182987 -0.01 -0.06 0.09
N 1.518532 0.700862 -2.420970 0.04 -0.11 0.00
C 3.557700 -0.536797 -2.426053 -0.01 0.07 0.02
C 4.546337 -1.322363 -2.990011 0.02 -0.04 -0.01
C 5.492065 -1.893043 -2.152435 0.00 0.00 0.02
C 5.426712 -1.674143 -0.787306 0.05 0.01 -0.03
C 4.398607 -0.889631 -0.292805 -0.02 0.07 0.03
N 3.507496 -0.327694 -1.110019 -0.01 0.05 -0.07
C 4.149801 -0.634492 1.140783 -0.02 0.02 -0.04
C 5.080786 -0.935804 2.109175 0.02 0.01 0.00
C 4.775452 -0.657964 3.433640 -0.01 -0.04 0.02
C 3.567880 -0.065962 3.719924 0.01 0.01 0.01
C 2.672461 0.224965 2.693938 0.08 0.04 -0.04
C 1.377954 0.886892 3.027369 0.03 -0.12 -0.02
N 2.956201 -0.069174 1.422304 -0.06 -0.04 0.02
H 0.250648 3.211389 -1.852290 0.00 0.00 0.04
H -0.708543 1.814773 -1.354522 0.03 0.10 -0.03
H -1.133663 2.709994 -2.828383 0.08 0.02 0.04
H -0.158602 2.268360 -4.859013 0.00 0.01 0.00
H 1.546559 1.127665 -6.262236 0.01 0.02 0.00
H 3.353980 -0.143425 -5.121110 -0.02 -0.02 0.01
H 4.571824 -1.514100 -4.051885 0.00 0.02 0.00
H 6.268134 -2.524816 -2.562710 0.01 0.01 0.00
H 6.143870 -2.134237 -0.125060 -0.01 -0.01 0.00
H 6.036767 -1.361291 1.844334 -0.02 -0.03 0.00
H 5.475042 -0.902768 4.221163 0.01 0.04 0.00
H 3.295122 0.178251 4.737460 -0.01 -0.01 0.00
H 1.570519 1.870995 3.460064 -0.02 0.01 0.00
H 0.842336 0.287182 3.761965 0.00 0.00 0.02
H 0.747660 0.993352 2.151486 -0.01 0.00 0.03
S 2.428136 2.494188 -0.129456 0.10 0.09 0.11
C 1.484234 3.466004 0.926543 -0.16 -0.13 -0.01
N 2.070566 4.464185 1.578870 0.01 0.10 -0.04
C 1.379213 5.433804 2.436089 0.00 -0.02 0.01
C 0.060681 4.849749 2.915626 0.01 -0.03 -0.05
C -0.686655 4.254973 1.734031 0.08 0.00 0.07
N 0.176402 3.270559 1.083355 -0.05 0.14 -0.11
H 3.053482 4.592555 1.395805 0.01 -0.03 0.01
H 1.218520 6.360982 1.882839 -0.01 -0.01 -0.02
H 2.030648 5.656894 3.279269 0.01 0.01 -0.01
H -0.538107 5.628171 3.384498 0.02 0.00 0.03
H 0.247717 4.070056 3.656604 -0.03 0.01 0.02
H -0.950016 5.039577 1.019519 -0.06 -0.02 0.00
H -1.604091 3.759432 2.045484 0.00 -0.03 0.00
H -0.228119 2.504943 0.565621 0.01 -0.06 -0.03
C -2.791205 0.678769 -2.820093 -0.14 -0.15 0.01
C -3.511638 1.178355 -1.595949 0.07 0.00 -0.01
C -4.597083 2.031730 -1.770601 0.00 0.00 0.00
C -5.361547 2.463192 -0.698320 0.00 0.02 -0.02
C -5.050776 2.046023 0.585324 0.02 0.00 0.03
C -3.965889 1.206724 0.786500 0.05 0.05 -0.04
C -3.178967 0.787650 -0.289383 -0.05 -0.10 0.03
Sb -1.703995 -0.692467 0.074800 -0.23 0.38 -0.08
C -2.313649 -2.120854 -1.373974 0.17 -0.06 0.11
C -3.619564 -2.496599 -1.057208 0.02 0.02 0.02
C -4.291877 -3.422862 -1.835700 -0.02 0.03 0.00
C -3.645410 -3.975366 -2.929492 0.04 0.00 0.00
C -2.363180 -3.564705 -3.258764 -0.02 0.02 -0.02
C -1.668479 -2.614744 -2.509975 -0.01 -0.03 -0.02
C -0.337602 -2.133642 -3.014934 -0.02 -0.01 0.09
C -1.965566 -1.148784 2.112432 0.20 -0.12 -0.19
C -1.792523 -0.027514 2.926093 -0.03 0.01 0.07
C -1.907499 -0.137307 4.298470 -0.01 0.05 -0.01
C -2.204458 -1.374408 4.856292 -0.01 -0.01 -0.01
C -2.384127 -2.477515 4.043044 0.00 0.00 0.03
C -2.254401 -2.400667 2.655272 0.00 -0.06 -0.01
C -2.430164 -3.663779 1.858559 0.02 0.03 0.01
H -3.280460 -0.216130 -3.210203 -0.01 -0.01 0.00
H -1.752141 0.424532 -2.612839 -0.10 -0.07 -0.07
H -2.805405 1.429897 -3.609694 0.01 -0.02 0.01
H -4.858365 2.345932 -2.774054 0.00 0.00 0.00
H -6.207939 3.115156 -0.868643 0.00 0.00 0.00
H -5.653889 2.360205 1.426429 0.00 0.00 0.00
H -3.748932 0.869699 1.790267 -0.04 -0.01 0.00
H -4.128471 -2.064017 -0.199835 -0.02 -0.04 0.02
H -5.305785 -3.705711 -1.588399 0.01 -0.01 0.02
H -4.142605 -4.718675 -3.537917 -0.01 0.01 -0.01
H -1.881278 -3.981832 -4.134246 -0.01 0.01 -0.01
H -0.052882 -2.693108 -3.904478 0.02 0.00 0.02
H 0.451580 -2.244700 -2.276257 0.07 0.01 0.10
H -0.394939 -1.079037 -3.295625 0.02 -0.01 -0.01
H -1.573534 0.939224 2.484936 0.05 0.00 0.02
H -1.772779 0.732200 4.928627 0.00 0.00 0.00
H -2.289927 -1.478215 5.929728 -0.04 0.00 0.00
H -2.626773 -3.435192 4.487263 0.05 -0.01 0.00
H -1.857428 -4.472969 2.312508 0.00 0.01 0.00
H -2.109505 -3.566101 0.824815 0.05 -0.01 0.00
H -3.478184 -3.969853 1.856899 0.00 0.00 -0.01
F 1.643439 -4.550308 -0.943088 0.00 -0.05 -0.05
C 1.914198 -4.195789 0.314733 -0.01 0.17 -0.06
F 3.220181 -3.970555 0.432381 0.09 -0.06 -0.01
F 1.558559 -5.175307 1.132536 -0.02 -0.03 0.03
S 0.964525 -2.648649 0.743602 -0.32 0.00 0.12
O 1.663018 -1.770533 -0.332015 -0.19 0.11 0.04
O 1.427551 -2.322248 2.093186 -0.09 -0.11 -0.09
O -0.056574 0.289845 0.040795 -0.01 -0.19 0.08
```
Positions in Å, forces in eV/Å.

Kohn-Sham gap (eV): 8.340
Charge: +2
E_tot (eV): -101850.180